P | Formula: C2H4FNS
Source: the OMol25 dataset
Level of theory: ωB97M-V/def2-TZVPD

Structure (ORCA input):
```
! RIJCOSX wB97M-V def2-TZVPD def2/J DEFGRID3
* xyz 0 1
F -0.007 2.592 0.439
C -0.607 1.298 0.097
C 0.644 0.379 0.460
N 0.824 -0.888 0.160
S -0.342 -1.742 -0.551
H -0.645 1.490 -0.957
H -1.509 0.997 0.691
H 1.483 1.113 0.607
H 0.206 -2.908 0.062
*
```

Computed properties:
HOMO level = -0.3297 Eh
LUMO level = 0.65 eV

The net atomic charges from Mulliken, expressed in e, are: -0.321, -0.303, 0.022, -0.362, -0.133, 0.302, 0.300, 0.319, 0.177

---

Q | Formula: C2H4FNS
Source: the OMol25 dataset
Level of theory: ωB97M-V/def2-TZVPD

Structure (ORCA input):
```
! RIJCOSX wB97M-V def2-TZVPD def2/J DEFGRID3
* xyz 0 1
N -0.012 1.515 0.004
C -0.171 0.190 0.123
S -1.670 -0.466 -0.112
C 1.091 -0.551 0.511
F 2.099 -0.356 -0.483
H -0.796 2.095 -0.048
H 0.849 2.028 0.282
H 1.418 -0.241 1.477
H 0.920 -1.650 0.604
*
```

Computed properties:
HOMO level = -0.3214 Eh
LUMO level = 0.20 eV

The net atomic charges from Mulliken, expressed in e, are: -0.375, 0.308, -0.323, -0.284, -0.273, 0.204, 0.232, 0.261, 0.249

---

R | Formula: C2H4FNS
Source: the OMol25 dataset
Level of theory: ωB97M-V/def2-TZVPD

Structure (ORCA input):
```
! RIJCOSX wB97M-V def2-TZVPD def2/J DEFGRID3
* xyz 0 1
N -1.117 -0.747 0.056
C 0.204 -0.609 -0.219
S 1.224 -1.744 -0.931
C 0.731 0.869 0.102
F -0.433 1.659 0.326
H -1.576 -1.657 0.019
H -1.615 0.108 0.328
H 1.274 0.936 1.022
H 1.307 1.185 -0.703
*
```

Computed properties:
HOMO level = -0.3178 Eh
LUMO level = 0.56 eV

The net atomic charges from Mulliken, expressed in e, are: -0.335, 0.186, -0.315, -0.185, -0.334, 0.218, 0.245, 0.239, 0.280

---

R comes first in stability; the runner-up is 0.055 eV higher.

---

P | Formula: C7H14NO3PS
Source: the OMol25 dataset
Level of theory: ωB97M-V/def2-TZVPD

Structure (ORCA input):
```
! RIJCOSX wB97M-V def2-TZVPD def2/J DEFGRID3
* xyz 0 1
C -1.967 1.400 3.221
C -1.351 0.148 3.195
C -1.808 -1.110 2.598
S -0.270 -1.737 1.796
P -0.797 -1.643 -0.222
O -2.286 -1.613 -0.493
N 0.004 -0.322 -0.931
C -0.265 0.908 -0.395
O -1.374 1.229 -0.101
C 0.891 1.993 -0.616
C 0.578 3.355 0.186
O -0.113 -2.859 -0.956
C -0.685 -4.172 -0.629
H -2.983 1.583 2.847
H -1.463 2.202 3.724
H -0.396 0.093 3.673
H -1.920 -1.773 3.473
H -2.698 -0.880 1.942
H 0.937 -0.571 -1.156
H 1.895 1.716 -0.144
H 0.991 2.189 -1.648
H -0.340 3.874 -0.154
H 1.442 4.032 -0.079
H 0.563 3.140 1.299
H 0.004 -4.658 0.044
H -0.919 -4.743 -1.505
H -1.678 -4.069 -0.235
*
```

Computed properties:
HOMO level = -0.3394 Eh
LUMO level = 0.52 eV

The net atomic charges from Mulliken, expressed in e, are: -0.843, -0.160, -0.330, -0.263, 0.916, -0.681, -0.203, 0.373, -0.464, -0.510, -1.024, -0.393, -0.773, 0.242, 0.280, 0.320, 0.368, 0.358, 0.295, 0.289, 0.381, 0.280, 0.356, 0.246, 0.298, 0.293, 0.351

---

Q | Formula: C7H14NO3PS
Source: the OMol25 dataset
Level of theory: ωB97M-V/def2-TZVPD

Structure (ORCA input):
```
! RIJCOSX wB97M-V def2-TZVPD def2/J DEFGRID3
* xyz 0 1
C 1.927 -0.325 3.094
C 1.537 0.169 1.721
O 1.096 -0.952 0.942
P 0.291 -0.768 -0.456
O 0.199 -2.027 -1.190
O -1.118 -0.141 0.021
C -2.180 0.408 -0.824
C -3.167 1.046 0.142
C 1.089 0.770 -1.205
C 2.683 0.448 -1.390
N 3.711 0.166 -1.821
S 0.512 1.190 -2.829
C 0.968 -0.143 -3.992
H 1.249 -1.023 3.535
H 2.874 -0.759 3.049
H 2.072 0.527 3.854
H 2.304 0.712 1.310
H 0.725 0.943 1.784
H -1.668 1.100 -1.537
H -2.520 -0.470 -1.405
H -2.875 2.061 0.109
H -4.158 1.028 -0.195
H -2.987 0.710 1.238
H 0.884 1.610 -0.549
H 2.038 -0.372 -3.871
H 0.792 -0.003 -5.042
H 0.489 -0.930 -3.359
*
```

Computed properties:
HOMO level = -0.3348 Eh
LUMO level = 0.41 eV

The net atomic charges from Mulliken, expressed in e, are: -1.422, 0.048, -0.382, 0.787, -0.737, -0.185, 0.040, -1.195, -0.087, 0.089, -0.525, -0.081, -0.746, 0.373, 0.358, 0.336, 0.333, 0.226, 0.137, 0.298, 0.355, 0.373, 0.249, 0.471, 0.262, 0.406, 0.215

---

P comes first in stability; the runner-up is 0.739 eV higher.

---

P | Formula: C6H7FN2O
Source: the OMol25 dataset
Level of theory: ωB97M-V/def2-TZVPD

Structure (ORCA input):
```
! RIJCOSX wB97M-V def2-TZVPD def2/J DEFGRID3
* xyz 0 1
C -1.409 -0.273 0.881
C -0.395 -0.841 0.177
C -1.979 0.946 0.383
C 2.108 0.748 0.117
C -0.372 1.203 -1.307
C 0.205 -0.117 -0.878
N -1.574 1.594 -0.635
N 2.903 -0.207 0.523
O 2.084 1.935 0.061
F 0.856 -0.844 -1.841
H -1.861 -0.769 1.724
H -0.032 -1.836 0.397
H -2.874 1.330 0.859
H 0.361 2.019 -1.105
H -0.558 1.224 -2.389
H 2.660 -1.167 0.339
H 3.831 -0.018 0.890
*
```

Computed properties:
HOMO level (alpha / beta) = -0.2742 / -0.2741 Eh
LUMO level (alpha / beta) = -0.18 / -0.18 eV

The net atomic charges from Mulliken, expressed in e, are: -0.475, -0.047, -0.125, 0.510, -0.347, 0.188, -0.631, -0.330, -0.536, -0.353, 0.363, 0.385, 0.385, 0.199, 0.315, 0.232, 0.267

---

Q | Formula: C6H7FN2O
Source: the OMol25 dataset
Level of theory: ωB97M-V/def2-TZVPD

Structure (ORCA input):
```
! RIJCOSX wB97M-V def2-TZVPD def2/J DEFGRID3
* xyz 0 1
C 2.539 0.422 -0.001
C 1.052 0.835 0.158
F 0.666 1.892 -0.660
C 0.052 -0.255 -0.081
N 0.374 -1.502 -0.196
C -0.764 -2.194 -0.200
C -1.837 -1.346 -0.293
N -1.317 -0.056 -0.134
C -2.053 1.092 0.235
O -3.239 1.138 0.220
H 2.678 0.405 -1.069
H 3.201 1.343 0.337
H 2.641 -0.393 0.659
H 1.047 1.331 1.094
H -0.659 -3.219 -0.198
H -2.928 -1.368 -0.396
H -1.452 1.875 0.522
*
```

Computed properties:
HOMO level = -0.3436 Eh
LUMO level = 0.32 eV

The net atomic charges from Mulliken, expressed in e, are: -1.217, 0.275, -0.337, 0.368, -0.498, -0.586, -0.224, 0.039, 0.033, -0.463, 0.324, 0.297, 0.388, 0.238, 0.513, 0.421, 0.428

---

Q comes first in stability; the runner-up is 1.732 eV higher.

---

P | Formula: C5H42NO15
Source: the OMol25 dataset
Level of theory: ωB97M-V/def2-TZVPD

Structure (ORCA input):
```
! RIJCOSX wB97M-V def2-TZVPD def2/J DEFGRID3
* xyz 1 1
C 0.817 -0.887 -0.735
C 0.265 0.141 0.201
C 1.414 0.921 0.959
C 2.573 0.696 3.224
C 2.248 0.238 2.013
N 0.904 -0.469 -2.179
H 1.836 -1.129 -0.345
H 0.355 -1.848 -0.480
H -0.450 -0.386 0.902
H -0.407 0.890 -0.223
H 1.933 1.333 0.057
H 1.000 1.815 1.513
H 2.261 1.697 3.438
H 3.269 0.256 3.895
H 2.688 -0.651 1.680
H 0.100 0.238 -2.181
H 0.872 -1.400 -2.629
H 1.801 -0.113 -2.473
H -0.090 3.490 2.450
H -0.719 3.704 1.089
O -0.055 4.091 1.693
H 0.618 2.007 -3.650
H 0.041 2.634 -2.434
O -0.075 1.830 -2.959
H 0.602 -3.818 2.189
H 0.408 -5.108 1.444
O 0.439 -4.133 1.292
H -0.917 -3.628 0.114
H -0.867 -4.631 -0.957
O -1.172 -3.731 -0.822
H 2.087 4.499 -0.824
H 1.075 3.553 -0.205
O 1.515 3.762 -1.050
H 4.286 0.315 -1.892
H 3.444 0.741 -0.670
O 3.797 -0.011 -1.138
H 0.830 -2.079 3.837
H -0.644 -1.891 3.430
O 0.007 -2.552 3.694
H -1.800 1.097 2.764
H -0.554 0.549 3.077
O -0.883 1.433 2.865
H -2.585 -1.150 -2.089
H -2.282 0.258 -1.908
O -1.855 -0.532 -2.271
H 2.087 2.370 -2.013
H 3.279 2.178 -3.002
O 2.557 1.722 -2.569
H -0.499 -3.054 -3.717
H -0.893 -1.586 -3.447
O -0.194 -2.149 -3.872
H -4.016 -2.750 -1.321
H -2.722 -2.878 -0.679
O -3.425 -2.205 -0.786
H -1.906 3.722 -0.463
H -2.193 2.407 0.144
O -1.445 2.923 -0.169
H -2.982 -1.223 3.359
H -2.782 -1.096 1.905
O -2.411 -0.750 2.726
H -4.083 0.540 0.269
H -3.367 -0.576 -0.168
O -3.130 0.363 0.099
*
```

Computed properties:
HOMO level = -0.4486 Eh
LUMO level = -2.62 eV

The net atomic charges from Mulliken, expressed in e, are: -0.907, 1.496, 0.271, -0.974, -0.199, 0.312, 0.643, -0.395, -0.098, -0.140, -0.277, -0.266, 0.280, 0.342, 0.447, 0.065, 0.399, 0.363, 0.292, 0.501, -0.714, 0.352, 0.298, -0.680, 0.336, 0.292, -0.651, 0.334, 0.287, -0.693, 0.247, 0.255, -0.658, 0.280, 0.329, -0.604, 0.335, 0.362, -0.685, 0.343, 0.146, -0.521, 0.339, 0.281, -0.692, 0.319, 0.289, -0.613, 0.310, 0.435, -0.698, 0.307, 0.393, -0.719, 0.321, 0.205, -0.612, 0.261, 0.229, -0.590, 0.333, 0.204, -0.444

---

Q | Formula: C5H42NO15
Source: the OMol25 dataset
Level of theory: ωB97M-V/def2-TZVPD

Structure (ORCA input):
```
! RIJCOSX wB97M-V def2-TZVPD def2/J DEFGRID3
* xyz 1 1
C -2.939 1.756 1.433
C -2.633 0.364 2.124
C -1.165 0.069 2.347
C -0.578 -0.260 0.945
C 0.767 -0.920 1.158
N 1.286 -1.332 -0.201
H -3.302 2.533 2.110
H -2.084 2.186 0.937
H -3.681 1.552 0.620
H -3.232 0.527 3.051
H -3.069 -0.350 1.428
H -0.752 0.858 3.026
H -1.071 -0.717 3.081
H -1.341 -0.969 0.506
H 0.617 -1.792 1.813
H 2.214 -1.699 -0.069
H 0.876 -2.150 -0.720
H 1.240 -0.520 -0.833
H 0.128 3.884 -0.175
H -0.929 2.877 -0.748
O 0.015 3.067 -0.724
H -1.325 -0.445 -4.783
H 0.107 0.051 -4.390
O -0.845 0.116 -4.175
H 2.227 0.390 1.199
H 1.521 1.717 2.694
O 1.598 -0.020 1.819
H -0.096 -1.661 -3.030
H 0.779 -2.837 -2.853
O 0.496 -2.059 -2.363
H -1.295 -3.982 -0.660
H -2.247 -5.282 -0.858
O -2.162 -4.335 -0.819
H -1.903 1.578 -2.716
H -2.488 3.002 -2.759
O -1.746 2.483 -2.442
H -0.596 0.680 0.331
H 1.402 2.593 3.993
O 1.148 2.517 3.069
H -1.727 -2.469 4.283
H -2.688 -2.271 3.047
O -2.560 -2.758 3.869
H 1.536 -4.317 1.587
H 2.487 -4.032 0.533
O 1.627 -3.716 0.845
H 1.366 3.141 -1.835
H 1.061 2.542 -3.192
O 1.840 2.716 -2.612
H 0.277 4.138 1.578
H -0.645 5.399 1.621
O 0.093 4.988 1.176
H 2.444 1.607 -1.049
H 0.914 1.790 -0.525
O 1.758 1.199 -0.520
H -0.120 -3.955 3.816
H 1.341 -3.555 4.058
O 0.587 -3.384 3.485
H 1.929 -1.136 -3.862
H 2.163 -0.370 -5.216
O 1.534 -0.991 -4.724
H 4.054 0.674 -2.806
H 2.595 1.022 -2.991
O 3.193 0.270 -2.929
*
```

Computed properties:
HOMO level = -0.4897 Eh
LUMO level = -2.59 eV

The net atomic charges from Mulliken, expressed in e, are: -0.712, -0.742, -0.442, 0.730, -0.490, 0.134, 0.385, -0.049, 0.254, 0.303, 0.494, 0.156, 0.066, 0.397, 0.216, 0.342, 0.388, 0.313, 0.390, 0.205, -0.881, 0.278, 0.344, -0.589, 0.487, 0.370, -0.606, 0.274, 0.276, -0.595, 0.317, 0.305, -0.622, 0.259, 0.236, -0.513, -0.615, 0.283, -0.603, 0.321, 0.365, -0.633, 0.272, 0.269, -0.519, 0.443, 0.340, -0.797, 0.314, 0.315, -0.662, 0.258, 0.605, -0.658, 0.312, 0.279, -0.584, 0.365, 0.339, -0.711, 0.303, 0.346, -0.624

---

Q comes first in stability; the runner-up is 0.090 eV higher.

---

P | Formula: H2N3S4
Source: the OMol25 dataset
Level of theory: ωB97M-V/def2-TZVPD

Structure (ORCA input):
```
! RIJCOSX wB97M-V def2-TZVPD def2/J DEFGRID3
* xyz 1 1
N -0.314 -1.338 -0.078
N -0.398 1.269 -0.086
N -2.579 -0.226 -0.321
S 0.666 -0.008 -0.913
S -2.040 -1.705 -0.109
S 2.462 -0.100 -0.266
S -2.014 1.228 -0.319
H 0.150 -2.184 0.190
H 0.017 2.206 -0.284
*
```

Computed properties:
HOMO level = -0.5030 Eh
LUMO level = -6.31 eV

The net atomic charges from Mulliken, expressed in e, are: -0.365, -0.327, -0.133, 0.352, 0.427, -0.045, 0.426, 0.305, 0.361

---

Q | Formula: H2N3S4
Source: the OMol25 dataset
Level of theory: ωB97M-V/def2-TZVPD

Structure (ORCA input):
```
! RIJCOSX wB97M-V def2-TZVPD def2/J DEFGRID3
* xyz 1 1
N 0.511 1.366 0.231
N 0.292 -1.189 -0.477
N 2.166 0.048 -1.371
S -0.874 0.638 -0.369
S 2.130 1.220 -0.306
S -2.378 0.832 0.746
S 1.292 -1.188 -1.704
H 0.674 2.034 0.958
H -0.552 -1.671 -0.355
*
```

Computed properties:
HOMO level = -0.4912 Eh
LUMO level = -6.26 eV

The net atomic charges from Mulliken, expressed in e, are: -0.185, -0.537, -0.148, 0.377, 0.372, -0.017, 0.510, 0.285, 0.343

---

P comes first in stability; the runner-up is 0.285 eV higher.

---

P | Formula: C2H6N2S
Source: the OMol25 dataset
Level of theory: ωB97M-V/def2-TZVPD

Structure (ORCA input):
```
! RIJCOSX wB97M-V def2-TZVPD def2/J DEFGRID3
* xyz 0 1
H 2.130 1.195 -0.270
N 2.171 0.235 -0.370
C 0.970 -0.148 -0.064
C 0.783 -1.595 -0.293
N -0.091 0.640 0.364
S -1.695 0.419 0.102
H 0.158 -1.841 -1.136
H 0.388 -1.983 0.763
H 1.781 -2.006 -0.321
H 0.003 1.601 0.097
H -2.410 0.654 1.412
*
```

Computed properties:
HOMO level = -0.3439 Eh
LUMO level = 0.55 eV

The net atomic charges from Mulliken, expressed in e, are: 0.197, -0.604, 0.542, -0.961, -0.308, -0.186, 0.318, 0.255, 0.294, 0.311, 0.142

---

Q | Formula: C2H6N2S
Source: the OMol25 dataset
Level of theory: ωB97M-V/def2-TZVPD

Structure (ORCA input):
```
! RIJCOSX wB97M-V def2-TZVPD def2/J DEFGRID3
* xyz 0 1
H -2.934 -0.738 -0.006
N -1.997 -1.036 -0.003
C -1.219 -0.041 -0.157
N 0.171 -0.208 -0.321
C 1.125 0.903 -0.040
S 0.794 -1.829 -0.176
H -1.381 1.038 -0.271
H 0.593 1.817 -0.204
H 1.470 1.041 0.994
H 1.910 0.775 -0.795
H 1.469 -1.723 0.977
*
```

Computed properties:
HOMO level = -0.3185 Eh
LUMO level = 0.82 eV

The net atomic charges from Mulliken, expressed in e, are: 0.228, -0.585, 0.161, -0.121, -0.810, -0.155, 0.256, 0.320, 0.302, 0.292, 0.111

---

R | Formula: C2H6N2S
Source: the OMol25 dataset
Level of theory: ωB97M-V/def2-TZVPD

Structure (ORCA input):
```
! RIJCOSX wB97M-V def2-TZVPD def2/J DEFGRID3
* xyz 0 1
H -2.501 0.881 -0.730
N -1.509 0.629 -0.737
C -1.414 -0.437 -0.039
N -0.263 -1.144 0.056
S 1.171 -0.734 -0.750
C 1.682 0.688 0.160
H -2.215 -0.886 0.552
H -0.266 -2.080 0.566
H 1.925 0.555 1.224
H 0.864 1.412 0.091
H 2.526 1.115 -0.392
*
```

Computed properties:
HOMO level = -0.3186 Eh
LUMO level = 0.77 eV

The net atomic charges from Mulliken, expressed in e, are: 0.225, -0.629, 0.112, -0.308, -0.046, -0.757, 0.337, 0.252, 0.268, 0.258, 0.287

---

R comes first in stability; the runner-up is 0.565 eV higher.